The following is a quantum chemistry calculation of C29H20Cl72Nb as an isolated structure at a distorted geometry, from the Open Molecules 2025 dataset.

ORCA input file:
```
! RIJCOSX wB97M-V def2-TZVPD def2/J DEFGRID3
* xyz -1 1
C -2.479 2.600 -1.405
C -2.503 2.577 -3.044
C -1.034 2.446 -3.762
C -0.072 1.259 -3.167
C 1.520 1.727 -2.983
Nb 1.821 3.380 -1.440
C 0.786 2.054 0.138
C -0.306 2.682 1.218
C -1.024 1.652 2.277
C -0.678 0.040 2.283
C 0.438 -0.562 1.239
C 1.179 0.431 0.158
H -3.560 2.669 -0.914
H -1.947 1.689 -0.900
H -1.903 3.571 -1.070
H -3.287 1.757 -3.383
H -2.941 3.634 -3.383
H -1.245 2.168 -4.904
H -0.493 3.509 -3.813
H -0.036 0.393 -3.987
H -0.457 0.750 -2.185
H 2.128 0.753 -2.676
H 1.945 2.091 -4.012
H 0.172 4.100 -1.822
H 2.037 4.727 -0.252
H 3.461 2.718 -0.976
H 2.545 4.406 -2.791
H -0.581 3.830 1.208
H -1.821 2.110 3.016
H -1.202 -0.704 3.027
H 0.691 -1.707 1.246
H 1.973 -0.011 -0.586
C -2.247 6.840 -1.474
Cl -1.782 5.878 -0.047
Cl -1.829 5.943 -2.956
Cl -4.002 7.144 -1.438
Cl -1.374 8.393 -1.453
C 0.979 -2.588 -3.601
Cl 1.005 -2.225 -1.857
Cl 1.780 -1.270 -4.494
Cl 1.841 -4.118 -3.902
Cl -0.708 -2.739 -4.152
C 1.950 2.560 -7.709
Cl 3.125 3.692 -6.993
Cl 1.875 1.079 -6.721
Cl 0.341 3.325 -7.755
Cl 2.458 2.145 -9.365
C -0.182 3.502 6.141
Cl 0.992 2.492 7.020
Cl -1.561 3.874 7.206
Cl 0.602 5.020 5.634
Cl -0.762 2.624 4.703
C -0.254 -0.422 10.040
Cl -0.237 -1.790 8.899
Cl -1.236 -0.849 11.464
Cl 1.413 -0.057 10.555
Cl -0.955 1.008 9.242
C -0.212 -4.174 3.915
Cl -0.952 -4.016 5.528
Cl 1.431 -4.843 4.078
Cl -1.201 -5.266 2.912
Cl -0.126 -2.571 3.141
C 4.976 -2.399 3.022
Cl 5.952 -2.130 1.555
Cl 4.838 -4.149 3.330
Cl 5.763 -1.611 4.412
Cl 3.351 -1.707 2.789
C 0.091 -1.286 -10.807
Cl 1.066 -1.017 -12.273
Cl -0.047 -3.035 -10.498
Cl 0.878 -0.498 -9.417
Cl -1.535 -0.594 -11.040
C -1.101 -6.552 -2.099
Cl -0.636 -7.514 -0.673
Cl -0.683 -7.449 -3.581
Cl -2.856 -6.248 -2.064
Cl -0.228 -4.999 -2.078
C 0.650 -11.319 0.981
Cl 2.044 -11.989 0.095
Cl 0.915 -9.583 1.280
Cl -0.829 -11.536 0.012
Cl 0.471 -12.170 2.536
C -4.616 -9.191 0.324
Cl -3.441 -8.059 1.040
Cl -4.691 -10.673 1.311
Cl -6.225 -8.427 0.278
Cl -4.108 -9.607 -1.332
C 3.746 3.771 3.100
Cl 3.772 4.134 4.844
Cl 4.547 5.088 2.207
Cl 4.608 2.240 2.800
Cl 2.058 3.620 2.550
C 7.048 5.227 -8.076
Cl 6.307 5.385 -6.463
Cl 8.691 4.557 -7.912
Cl 6.059 4.135 -9.078
Cl 7.133 6.829 -8.850
C -8.336 -4.669 0.577
Cl -9.076 -4.510 2.190
Cl -6.693 -5.338 0.741
Cl -9.325 -5.760 -0.425
Cl -8.250 -3.066 -0.197
C 0.517 3.657 11.785
Cl 1.693 4.789 12.501
Cl 0.443 2.176 12.773
Cl -1.091 4.422 11.739
Cl 1.025 3.242 10.129
C 4.502 -2.497 -7.129
Cl 5.896 -3.166 -8.015
Cl 4.767 -0.761 -6.830
Cl 3.023 -2.714 -8.098
Cl 4.323 -3.348 -5.574
C -3.333 -4.572 12.225
Cl -2.114 -3.621 11.341
Cl -2.530 -5.539 13.488
Cl -4.512 -3.471 12.980
Cl -4.175 -5.659 11.092
C -2.804 11.567 -3.686
Cl -3.167 9.900 -4.200
Cl -1.055 11.867 -3.835
Cl -3.694 12.714 -4.719
Cl -3.302 11.786 -1.989
*
```

Properties
E_HOMO = -5.3 eV
molecular weight = 3014.00 u
frontier orbital gap = 6.4 eV
LUMO level = 0.03989 Eh

Mulliken atomic charge list, values in e, 5 entries: -0.17, -0.57, -0.01, 0.80, -0.80